(1)
Here is a 13-piece molecular cluster, C46H95BrO15PS overall from the Open Molecules 2025 dataset. Energies are from ωB97M-V/def2-TZVPD.

```
159
Properties=species:S:1:pos:R:3
C 1.89 0.01 2.85
C 0.60 -0.75 2.58
C 0.81 -1.51 1.28
S -0.66 -2.40 0.74
Br -1.17 -3.60 2.49
C -2.01 -1.19 0.51
C -3.29 -1.63 1.18
C -4.47 -0.82 0.63
P -5.86 -0.71 1.78
O -6.95 -0.04 1.12
O -6.30 -2.21 2.07
C -5.67 -2.84 3.20
C -6.15 -4.25 3.23
O -5.43 -0.06 3.17
C -4.59 1.10 3.11
C -5.12 2.24 2.30
H 2.72 -0.65 2.67
H 1.95 0.33 3.86
H 2.00 0.82 2.16
H -0.22 -0.06 2.51
H 0.39 -1.43 3.39
H 1.12 -0.78 0.55
H 1.58 -2.23 1.43
H -1.68 -0.30 1.02
H -2.10 -1.01 -0.54
H -3.47 -2.68 1.03
H -3.21 -1.41 2.23
H -4.14 0.15 0.31
H -4.81 -1.33 -0.24
H -4.60 -2.85 3.11
H -5.92 -2.35 4.12
H -7.22 -4.23 3.13
H -5.93 -4.73 4.17
H -5.76 -4.81 2.39
H -3.58 0.85 2.81
H -4.51 1.43 4.13
H -6.19 2.22 2.28
H -4.78 2.24 1.28
H -4.84 3.19 2.72
C -2.20 -2.14 6.51
C -2.82 -1.28 5.45
O -2.28 -1.11 4.37
C -4.13 -0.64 5.78
H -1.25 -2.54 6.15
H -2.01 -1.54 7.40
H -2.86 -2.97 6.76
H -4.01 0.02 6.64
H -4.88 -1.40 6.00
H -4.48 -0.04 4.93
C -0.75 0.81 -2.05
C 0.74 0.92 -1.89
O 1.22 0.97 -0.78
C 1.57 0.95 -3.13
H -1.20 0.81 -1.06
H -1.15 1.66 -2.61
H -1.00 -0.12 -2.57
H 1.29 1.82 -3.73
H 1.44 0.04 -3.71
H 2.62 1.04 -2.85
C 3.54 -3.65 -2.28
C 2.68 -3.07 -3.38
O 2.43 -1.89 -3.40
C 2.19 -4.01 -4.44
H 3.82 -2.85 -1.59
H 2.98 -4.41 -1.73
H 4.44 -4.08 -2.70
H 1.57 -4.79 -3.99
H 3.03 -4.47 -4.95
H 1.59 -3.47 -5.16
C -1.18 -5.77 -7.49
C -0.13 -6.34 -6.56
O 0.88 -5.73 -6.30
C -0.40 -7.70 -5.97
H -0.86 -4.79 -7.84
H -1.31 -6.43 -8.34
H -2.13 -5.67 -6.96
H -0.50 -8.44 -6.76
H -1.32 -7.68 -5.38
H 0.42 -7.99 -5.32
C -4.05 4.77 -1.06
C -2.79 3.97 -0.84
O -2.80 2.76 -0.90
C -1.52 4.73 -0.55
H -4.88 4.11 -1.26
H -4.27 5.36 -0.17
H -3.92 5.44 -1.91
H -1.63 5.31 0.37
H -1.27 5.39 -1.37
H -0.71 4.02 -0.41
C 7.30 -2.55 -5.75
C 6.05 -2.44 -4.92
O 5.35 -3.40 -4.71
C 5.70 -1.08 -4.36
H 7.43 -3.57 -6.08
H 7.23 -1.90 -6.62
H 8.17 -2.26 -5.15
H 5.56 -0.38 -5.19
H 6.49 -0.71 -3.71
H 4.77 -1.14 -3.80
C 2.29 4.53 1.84
C 2.13 5.49 0.69
O 1.30 5.31 -0.17
C 3.05 6.68 0.65
H 1.57 3.72 1.74
H 3.30 4.11 1.84
H 2.12 5.05 2.78
H 4.09 6.35 0.60
H 2.91 7.29 1.55
H 2.83 7.28 -0.23
C 1.77 4.67 -3.35
C 2.21 5.70 -4.37
O 3.05 6.52 -4.10
C 1.55 5.66 -5.73
H 2.32 4.82 -2.43
H 0.70 4.78 -3.15
H 1.98 3.67 -3.73
H 0.47 5.81 -5.62
H 1.74 4.69 -6.20
H 1.96 6.45 -6.35
C 6.87 2.36 -1.75
C 5.37 2.15 -1.75
O 4.80 1.67 -2.70
C 4.62 2.56 -0.51
H 7.28 2.02 -2.70
H 7.09 3.41 -1.62
H 7.32 1.79 -0.94
H 4.75 3.63 -0.33
H 4.98 2.00 0.35
H 3.56 2.35 -0.64
C 0.41 -11.50 -2.00
C -0.15 -10.54 -3.02
O 0.44 -10.28 -4.04
C -1.50 -9.93 -2.71
H 1.37 -11.86 -2.34
H 0.54 -10.99 -1.04
H -0.27 -12.34 -1.86
H -1.45 -9.35 -1.79
H -2.25 -10.71 -2.61
H -1.79 -9.26 -3.53
C 0.07 8.61 1.88
C -0.09 7.86 3.18
O 0.85 7.66 3.91
C -1.47 7.37 3.52
H 1.11 8.91 1.76
H -0.22 7.97 1.05
H -0.55 9.51 1.88
H -1.82 6.68 2.75
H -2.16 8.21 3.60
H -1.44 6.85 4.48
C 0.24 1.06 7.32
C -0.96 1.28 8.20
O -2.07 0.96 7.84
C -0.71 1.91 9.55
H -0.07 0.60 6.38
H 0.73 2.01 7.10
H 0.96 0.40 7.81
H -0.27 2.90 9.42
H -0.04 1.29 10.14
H -1.66 2.01 10.07
```

Its gap between HOMO and LUMO is 0.242 Ha. Its total energy is -6251.69370 a.u. As for the charge: +1. The spin multiplicity is 1.

Atom charges from the Löwdin analysis, given in e for atoms 1 to 8: C -0.069; C -0.316; C -0.406; S 0.795; Br 0.586; C -0.364; C -0.325; C -0.165


(2)
Here is a 9-piece molecular cluster, C46H95N9 overall from the Open Molecules 2025 dataset. Energies are from ωB97M-V/def2-TZVPD.

```
150
Properties=species:S:1:pos:R:3
N 6.04 3.04 0.76
C 6.82 2.19 1.47
C 6.26 2.02 2.73
C 5.07 2.76 2.77
C 4.95 3.38 1.56
H 6.15 3.36 -0.19
H 7.73 1.75 1.08
H 6.65 1.47 3.57
H 4.38 2.85 3.59
H 4.28 4.08 1.08
N -5.87 4.48 1.42
C -6.47 5.69 1.43
C -5.69 6.63 0.79
C -4.74 5.87 0.13
C -4.82 4.53 0.55
H -6.23 3.64 1.85
H -7.30 5.88 2.10
H -5.68 7.71 0.79
H -3.97 6.41 -0.39
H -4.30 3.60 0.41
N 1.64 -0.06 -0.94
C 1.92 -0.21 -2.27
C 0.83 -0.34 -3.02
C -0.28 -0.26 -2.12
C 0.28 -0.04 -0.91
H 2.30 0.18 -0.22
H 2.91 -0.29 -2.70
H 0.79 -0.45 -4.10
H -1.32 -0.31 -2.40
H -0.16 0.09 0.07
N 0.95 -5.24 -10.21
C 1.34 -5.12 -8.90
C 2.67 -5.41 -8.82
C 3.07 -5.83 -10.09
C 2.06 -5.62 -10.97
H 0.01 -5.18 -10.58
H 0.69 -4.80 -8.10
H 3.22 -5.35 -7.89
H 4.03 -6.20 -10.40
H 2.08 -5.69 -12.05
C -0.58 -10.18 2.43
C -1.22 -9.91 1.07
N -0.52 -8.76 0.45
C -1.27 -8.47 -0.72
C -0.59 -7.34 -1.53
C 0.90 -9.11 0.19
C 1.15 -10.36 -0.71
H -0.39 -9.31 3.05
H 0.35 -10.74 2.35
H -1.21 -10.85 3.02
H -1.31 -10.85 0.53
H -2.26 -9.64 1.26
H -1.44 -9.28 -1.43
H -2.26 -8.06 -0.51
H -0.11 -6.57 -0.93
H 0.14 -7.73 -2.24
H -1.39 -6.82 -2.05
H 1.43 -9.19 1.14
H 1.36 -8.19 -0.18
H 0.91 -11.30 -0.21
H 2.24 -10.33 -0.84
H 0.76 -10.33 -1.73
C 7.77 -5.13 -0.41
C 8.54 -6.29 0.25
N 9.33 -5.83 1.44
C 10.26 -6.84 1.94
C 11.17 -7.52 0.82
C 8.48 -5.36 2.57
C 9.22 -4.52 3.66
H 6.82 -4.87 0.07
H 7.61 -5.36 -1.46
H 8.40 -4.24 -0.37
H 7.74 -6.95 0.58
H 9.12 -6.86 -0.48
H 10.96 -6.51 2.70
H 9.75 -7.66 2.46
H 10.75 -8.11 0.00
H 11.80 -6.72 0.43
H 11.73 -8.22 1.44
H 7.90 -6.17 2.99
H 7.74 -4.70 2.12
H 8.50 -4.39 4.47
H 9.52 -3.55 3.26
H 10.11 -4.96 4.12
C -7.91 -1.01 1.13
C -7.27 -1.09 2.55
N -7.80 -0.06 3.50
C -9.18 -0.35 3.83
C -10.18 0.54 3.10
C -6.86 -0.06 4.65
C -7.21 1.06 5.61
H -7.70 -0.05 0.67
H -8.96 -1.31 1.11
H -7.37 -1.65 0.43
H -7.26 -2.09 3.00
H -6.20 -0.93 2.37
H -9.41 -1.33 3.43
H -9.36 -0.41 4.90
H -10.16 1.57 3.46
H -10.00 0.61 2.02
H -11.17 0.11 3.22
H -5.84 0.08 4.30
H -6.86 -1.03 5.15
H -7.30 2.05 5.16
H -6.43 1.09 6.37
H -8.14 0.90 6.15
C 1.54 9.44 7.74
C 1.05 8.32 6.83
N -0.13 8.48 5.97
C 0.02 9.70 5.15
C -1.43 10.06 4.60
C -0.22 7.31 5.02
C -0.67 6.00 5.73
H 2.13 8.92 8.50
H 0.72 10.05 8.11
H 2.24 9.98 7.11
H 1.83 7.89 6.21
H 0.74 7.64 7.62
H 0.79 9.60 4.39
H 0.22 10.61 5.71
H -1.65 11.12 4.48
H -2.26 9.68 5.20
H -1.51 9.51 3.67
H -1.00 7.47 4.28
H 0.77 7.12 4.59
H -0.08 5.80 6.63
H -1.73 6.11 5.95
H -0.63 5.14 5.06
C -0.25 6.22 -5.23
C -1.34 6.71 -6.19
N -2.01 5.61 -6.99
C -2.56 6.10 -8.26
C -3.70 7.04 -8.21
C -2.87 4.76 -6.20
C -3.33 3.57 -6.93
H -0.66 5.66 -4.38
H 0.32 7.08 -4.90
H 0.41 5.58 -5.81
H -2.17 7.29 -5.80
H -0.87 7.37 -6.92
H -1.78 6.64 -8.81
H -2.87 5.24 -8.85
H -3.49 8.02 -7.77
H -4.16 7.20 -9.18
H -4.61 6.73 -7.70
H -3.74 5.28 -5.80
H -2.33 4.48 -5.29
H -4.00 2.95 -6.32
H -2.42 3.03 -7.18
H -3.88 3.76 -7.85
```

Its gap between HOMO and LUMO is 0.309 Ha. Its total energy is -2302.24557 a.u. The SMILES is c1cc[nH]c1.c1cc[nH]c1.c1cc[nH]c1.c1cc[nH]c1.CCN(CC)CC.CCN(CC)CC.CCN(CC)CC.CCN(CC)CC.CCN(CC)CC. As for the charge: 0. The spin multiplicity is 1.

Atom charges from the Löwdin analysis, given in e for atoms 1 to 8: N 0.001; C -0.148; C -0.121; C -0.130; C -0.141; H 0.147; H 0.104; H 0.091


Which formula does entry 1 have?
C46H95BrO15PS


What is the gap between HOMO and LUMO in the second record?
0.309 Ha


What is the gap between HOMO and LUMO in the first record?
0.242 Ha